1.
Computed, not measured: C12H22N3OPb as an isolated structure at a distorted geometry, with wB97M-V/def2-TZVPD.

```
39
Properties=species:S:1:pos:R:3:forces:R:3
Pb -3.8529 4.0293 -3.3410 0.94 -1.05 1.50
O -1.7285 1.9838 -1.2642 -0.58 0.20 -1.01
H -1.3068 1.9371 -0.3841 -0.44 0.71 -0.24
C -4.7115 -2.1211 0.3843 -0.29 0.71 0.87
C -5.3962 -1.4144 1.5665 -0.46 -0.29 -0.86
C -4.8803 0.0003 1.7151 -0.19 1.10 0.62
C -5.3940 1.0381 0.7684 0.09 -0.18 -0.58
N -5.7916 1.8354 0.0282 0.52 -0.72 0.63
H -5.0395 -3.1586 0.3210 0.23 0.11 -0.25
H -3.6372 -2.0195 0.5385 0.11 -0.45 -0.22
H -4.9755 -1.5392 -0.4988 0.05 -0.37 -0.30
H -5.2699 -1.9370 2.5147 0.18 -0.01 -0.08
H -6.4673 -1.3769 1.3678 -0.12 -0.05 0.16
H -3.7904 0.0015 1.7307 0.07 0.20 -0.34
H -5.1581 0.3741 2.7005 -0.09 0.10 0.11
C 5.1429 0.3352 -3.2177 -0.85 -0.31 0.43
C 3.9677 0.6602 -4.1288 0.14 1.33 0.11
C 2.7796 1.3850 -3.3584 1.30 -0.93 -0.10
C 3.2368 2.5946 -2.6346 -0.60 -0.73 -0.92
N 3.6096 3.5108 -2.0587 0.12 0.33 0.21
H 5.9678 -0.2210 -3.6630 -0.32 -0.06 -0.27
H 4.6136 -0.2941 -2.5022 0.89 -0.18 0.78
H 5.5790 1.2179 -2.7497 -0.24 -0.02 0.14
H 3.5819 -0.2640 -4.5592 -0.07 0.21 -0.21
H 4.3321 1.3501 -4.8899 -0.37 -0.16 -0.44
H 2.4127 0.6998 -2.5943 -0.08 -0.07 0.08
H 1.9601 1.5249 -4.0632 0.07 0.57 0.18
C 2.4152 -2.0595 2.7922 -0.58 0.21 -1.28
C 1.2276 -1.2765 2.1401 0.60 -1.47 1.19
C 1.2740 0.2122 2.4212 -0.27 0.40 -0.27
C 1.5128 0.6436 3.7966 1.07 0.86 3.08
N 1.7425 1.0406 4.8794 -0.76 -1.16 -2.98
H 2.3080 -3.1344 2.6467 -0.40 -0.03 0.15
H 2.4862 -1.8570 3.8609 0.40 0.15 -0.20
H 3.2852 -1.8396 2.1734 0.52 0.36 0.73
H 0.3339 -1.7495 2.5471 -0.34 0.32 -0.20
H 1.2666 -1.4431 1.0636 -0.22 0.09 0.01
H 0.3244 0.6866 2.1736 -0.07 -0.01 -0.38
H 2.0398 0.6445 1.7772 0.07 0.27 0.15
```
Positions in Å, forces in eV/Å.

Summary:
Total charge ... +1


2.
Computed, not measured: one molecule with the formula C12H22O5 at a distorted geometry, with wB97M-V/def2-TZVPD.

```
39
Properties=species:S:1:pos:R:3:forces:R:3
C 2.4855 -2.4336 0.3906 -0.50 0.05 -0.87
O 3.7631 -2.0121 0.8456 -0.71 -0.15 0.51
C 3.9988 -0.6739 0.7102 -2.19 -1.82 1.80
O 4.8990 -0.3305 0.0868 3.55 1.81 -2.43
O 3.2102 0.1335 1.4394 -0.93 -0.27 -0.14
C 2.2149 0.9067 0.7306 -0.31 0.85 0.10
C 2.2417 0.8546 -0.7919 0.33 0.66 -0.63
C 1.1672 1.7543 -1.4898 -0.40 -0.08 0.77
C 0.0371 2.2901 -0.5691 -0.21 -0.48 -1.02
C -1.0107 1.1928 -0.3222 -0.68 0.50 0.34
C -2.3762 1.7540 0.1569 0.11 -0.12 0.04
C -2.9921 0.9427 1.3080 -0.01 -0.17 -0.39
C -3.1126 -0.5815 1.0700 0.16 0.31 0.18
O -3.2317 -0.9449 -0.3275 0.83 0.63 0.25
C -2.5978 -2.1535 -0.5344 1.12 1.67 0.05
C -1.1110 -2.2664 -0.7925 0.75 0.81 -0.23
O -3.2307 -3.1246 -0.4874 -2.03 -3.14 -0.04
H 2.5037 -2.4373 -0.7109 -0.05 -0.04 0.18
H 2.2505 -3.4532 0.6963 0.39 0.15 0.34
H 1.6608 -1.7741 0.6872 0.26 -0.03 0.29
H 1.2416 0.6463 1.1584 0.18 -0.29 -0.15
H 2.3694 1.9552 1.0127 0.17 -0.20 0.05
H 2.1678 -0.1422 -1.2322 0.01 -0.14 0.44
H 3.2150 1.2468 -1.1043 -0.01 -0.28 0.06
H 0.6633 1.1364 -2.2404 0.12 0.17 -0.03
H 1.6065 2.5910 -2.0394 0.26 -0.14 0.25
H -0.4772 3.0687 -1.1502 0.07 -0.02 0.19
H 0.3959 2.7797 0.3404 -0.03 -0.20 -0.01
H -1.2070 0.6803 -1.2686 0.20 0.04 0.09
H -0.7010 0.4148 0.3860 0.30 0.22 -0.07
H -2.2678 2.7900 0.5023 0.08 -0.15 0.00
H -3.0461 1.8007 -0.7073 -0.07 -0.09 0.20
H -3.9886 1.3179 1.5618 0.15 0.12 -0.13
H -2.3609 1.1015 2.1918 -0.15 -0.16 -0.02
H -4.0001 -0.9282 1.6102 0.15 -0.23 -0.19
H -2.2456 -1.1236 1.4725 -0.09 0.24 0.09
H -0.5926 -2.7464 0.0431 -0.37 0.01 0.08
H -0.9399 -2.9133 -1.6552 -0.26 0.03 0.07
H -0.6024 -1.3188 -0.9775 -0.19 -0.08 0.01
```
Positions in Å, forces in eV/Å.

Summary:
SMILES ... COC(=O)OCCCCCCCCOC(C)=O


Record order is preserved below.
Orbital gap: 4.65; 10.92 eV
Record order is preserved below.
ΔE to the lowest compared entry with this formula, charge and spin: 156.0; 44.5 kcal/mol